1.
46
Properties=species:S:1:pos:R:3:lowdin_charge:R:1 method="wB97M-V/def2-TZVPD" total_charge=+2 spin_multiplicity=1 orbital_gap_ev=5.61 homo_energy_ev=-14.4 e_lumo_ev=-8.8
Hf -0.333 0.012 -0.081 1.815
O 0.785 0.270 1.574 -0.234
O 2.010 -1.607 1.888 0.070
N -0.108 1.663 -1.400 -0.153
N -0.126 1.612 -2.789 0.003
N -2.134 -0.264 -1.889 -0.069
N 0.474 -0.865 -3.067 0.013
N 0.575 -1.034 -1.685 -0.135
N -1.921 -0.111 -3.246 -0.024
C 1.981 -1.050 4.707 0.011
C 1.305 1.610 5.386 -0.038
C -3.418 -0.550 -1.722 -0.145
C 1.668 -0.104 3.729 -0.178
C 1.361 -1.679 -3.674 0.028
C 1.542 -0.550 2.338 -0.490
C 2.020 -2.428 -2.688 0.009
C 1.536 -1.975 -1.473 -0.082
C -1.592 -1.548 0.917 -0.135
C 1.618 0.669 6.389 -0.035
C 1.944 -0.659 6.060 -0.031
C 1.331 1.203 4.046 -0.028
C 0.422 3.685 -2.199 -0.001
C -4.088 -0.596 -2.960 -0.004
C 0.230 2.937 -1.050 -0.080
C 0.200 2.818 -3.261 0.000
C -3.089 -0.293 -3.919 0.002
B -0.443 0.289 -3.620 -0.407
H -0.326 0.482 -4.796 0.127
H 2.169 -1.379 6.848 0.118
H 1.829 -2.194 -0.438 0.112
H 1.046 2.635 5.616 0.111
H -1.540 -1.441 2.001 0.078
H -3.800 -0.695 -0.716 0.103
H 2.217 -2.062 4.406 0.123
H -5.119 -0.812 -3.117 0.105
H -2.037 -0.430 1.119 0.136
H -3.183 -0.194 -5.004 0.147
H 2.779 -3.184 -2.818 0.126
H -0.742 -2.345 0.690 0.175
H 0.276 2.964 -4.339 0.156
H 1.053 1.874 3.249 0.103
H 0.709 4.728 -2.244 0.128
H 1.511 -1.638 -4.742 0.152
H 0.317 3.207 0.012 0.134
H -2.511 -1.971 0.528 0.061
H 1.605 1.001 7.436 0.123

2.
46
Properties=species:S:1:pos:R:3:lowdin_charge:R:1 method="wB97M-V/def2-TZVPD" total_charge=+2 spin_multiplicity=1 orbital_gap_ev=3.37 homo_energy_ev=-13.7 e_lumo_ev=-10.3
Hf 0.031 -1.624 -0.186 2.200
O -1.251 -1.755 1.419 -0.284
O -2.874 -0.494 0.281 0.037
N 3.043 -1.029 -1.482 0.027
N 2.203 -1.511 -0.489 -0.173
N 2.828 1.545 -2.147 -0.071
N 1.064 -0.207 -3.019 0.020
N 2.054 1.885 -1.078 -0.005
N 0.077 -0.618 -2.141 -0.160
C -2.333 -1.717 3.612 -0.012
C -2.471 -1.115 1.331 -0.479
C -4.483 -1.048 2.581 0.026
C -4.325 -1.725 4.902 -0.004
C 4.126 -1.834 -1.493 0.036
C -3.119 -1.279 2.549 -0.208
C -1.124 -0.660 -2.820 -0.074
C -1.433 4.012 1.369 -0.037
C 2.341 3.201 -0.723 -0.099
C 4.114 -2.634 -0.344 0.013
C -0.815 -0.590 -4.167 0.012
C 3.564 2.588 -2.500 -0.082
C 0.561 -0.358 -4.260 0.033
C -5.117 -1.284 3.799 -0.010
C 3.259 3.590 -1.635 -0.096
C 2.927 -2.361 0.318 -0.088
C -2.934 -1.944 4.828 -0.030
B 2.571 -0.062 -2.618 -0.383
H -1.384 4.684 2.114 -0.032
H -6.205 -1.125 3.909 0.129
H 2.491 -2.663 1.251 0.118
H -0.579 3.302 1.386 0.005
H -4.758 -1.932 5.876 0.119
H -4.961 -0.682 1.659 0.143
H 3.300 -0.099 -3.587 0.123
H -2.032 -0.741 -2.251 0.107
H 4.866 -3.346 -0.032 0.131
H 3.587 4.515 -1.553 0.062
H -2.366 3.407 1.423 0.027
H 4.789 -1.812 -2.354 0.160
H -1.517 -0.704 -4.975 0.128
H 1.232 -0.341 -5.112 0.158
H -1.426 4.504 0.369 0.039
H -1.265 -1.828 3.447 0.116
H -2.264 -2.265 5.645 0.131
H 4.216 2.558 -3.287 0.101
H 1.791 3.598 0.186 0.126

Which structure is the least stable? The one labeled 2.

1.
7
Properties=species:S:1:pos:R:3:lowdin_charge:R:1 method="wB97M-V/def2-TZVPD" total_charge=0 spin_multiplicity=1 orbital_gap_ev="7.61 / 9.43" homo_energy_ev="-8.6 / -9.7" e_lumo_ev="-1.0 / -0.3"
I -2.274 -1.031 0.422 0.789
F -0.139 -1.445 -1.401 -0.119
O 0.267 1.160 -0.411 0.057
O 1.347 2.510 0.898 0.145
N 0.757 2.131 -0.010 -0.229
C -0.270 -1.283 -0.077 -0.707
H 0.312 -2.042 0.581 0.064

2.
7
Properties=species:S:1:pos:R:3:lowdin_charge:R:1 method="wB97M-V/def2-TZVPD" total_charge=0 spin_multiplicity=1 orbital_gap_ev="7.18 / 9.68" homo_energy_ev="-8.3 / -10.0" e_lumo_ev="-1.2 / -0.3"
I 1.215 2.111 0.188 0.874
F -1.388 1.162 -0.556 -0.117
O 1.501 -1.426 -0.846 0.068
O -0.446 -2.141 -0.148 0.137
N 0.334 -1.422 -0.575 -0.258
C -0.496 1.065 0.470 -0.747
H -0.720 0.650 1.466 0.042

Which structure is the least stable? The one labeled 1.

1.
9
Properties=species:S:1:pos:R:3:mulliken_spin:R:1 method="wB97M-V/def2-TZVPD" total_charge=0 spin_multiplicity=3 orbital_gap_ev="7.31 / 9.22" homo_energy_ev="-6.5 / -10.9" e_lumo_ev="0.8 / -1.7"
P 0.559 1.662 0.082 0.105
F 1.493 -0.483 1.403 0.041
F 1.745 -0.696 -0.717 0.059
O -1.842 -0.187 0.180 0.372
C -1.066 -1.081 -0.006 0.718
C 0.987 -0.097 0.177 0.605
H -1.014 -2.045 -0.476 0.082
H -0.204 1.555 -1.271 0.007
H -0.659 1.373 0.626 0.012

2.
9
Properties=species:S:1:pos:R:3:mulliken_spin:R:1 method="wB97M-V/def2-TZVPD" total_charge=0 spin_multiplicity=3 orbital_gap_ev="8.12 / 9.26" homo_energy_ev="-7.2 / -11.2" e_lumo_ev="0.9 / -1.9"
P 1.856 0.624 0.211 0.697
F 4.342 0.345 -0.158 0.061
F 3.441 -1.647 0.264 0.052
O 2.034 2.001 -0.209 0.255
C 3.243 -0.389 -0.160 0.850
C 0.026 -0.014 0.023 0.093
H 0.130 -0.855 0.628 -0.014
H -0.640 0.676 0.489 -0.008
H -0.278 -0.269 -0.898 0.014

Which structure is the least stable? The one labeled 1.

1.
12
Properties=species:S:1:pos:R:3:lowdin_charge:R:1 method="wB97M-V/def2-TZVPD" total_charge=0 spin_multiplicity=1 orbital_gap_ev="7.14 / 7.16" homo_energy_ev="-7.0 / -7.0" e_lumo_ev="0.2 / 0.2"
N 0.267 0.684 -0.691 -0.003
C 1.554 0.524 1.274 -0.171
C 1.664 -0.073 2.323 0.112
C -1.580 -0.813 -1.078 -0.153
C 1.258 1.181 0.067 -0.157
C -0.295 -0.522 -0.584 -0.150
C -2.702 -1.151 -1.382 0.100
H 0.222 -1.232 0.046 0.111
H 1.718 2.109 -0.241 0.102
H 1.711 -0.563 3.271 0.024
H -3.699 -1.451 -1.611 0.020
H -0.119 1.307 -1.394 0.166

2.
12
Properties=species:S:1:pos:R:3:lowdin_charge:R:1 method="wB97M-V/def2-TZVPD" total_charge=0 spin_multiplicity=1 orbital_gap_ev=9.93 homo_energy_ev=-9.2 smiles=C#C[C@@H]1N[C@@H]1C#C e_lumo_ev=0.7
N -1.171 -0.943 0.827 0.072
C -0.295 -0.664 -1.532 -0.090
C 1.569 1.497 1.624 0.104
C -1.164 -0.215 -0.447 -0.264
C 0.817 0.733 1.051 -0.120
C 0.436 -1.015 -2.425 0.123
C -0.547 0.377 0.806 -0.285
H 2.543 1.839 1.832 0.020
H -0.499 -1.713 0.805 0.110
H -2.157 0.094 -0.780 0.135
H 1.099 -1.313 -3.212 0.030
H -0.609 1.294 1.511 0.165

Which structure is the least stable? The one labeled 2.